#1
Density functional theory data (wB97M-V/def2-TZVPD) for a 2-piece molecular cluster, C2H8N2S2 overall.

## Properties
- SMILES = [H]/N=C\N.CSS
- frontier orbital gap (eV) = 8.47
- LUMO energy (eV) = 0.1
- charge = 0

Cartesian coordinates (Å):
H -1.72954 -1.26911 -1.81475
N -2.00742 -0.28718 -1.78841
C -1.88824 0.07073 -0.54360
N -2.59152 -0.51583 0.45277
H -1.39364 0.99341 -0.22499
H -3.48376 -0.96375 0.38060
H -2.15789 -0.39497 1.35611
C 2.60274 1.33621 0.28902
S 2.71426 -0.42558 -0.12601
S 1.03532 -1.29857 0.89053
H 3.53532 1.86643 0.10770
H 1.84132 1.74688 -0.38530
H 2.23469 1.53068 1.29842
H 1.28836 -2.38935 0.10792



#2
Density functional theory data (wB97M-V/def2-TZVPD) for a 2-piece molecular cluster, C2H8N2S2 overall.

## Properties
- frontier orbital gap (spin up / spin down) (eV) = 8.42 / 8.42
- LUMO energy (spin up / spin down) (eV) = 0.4 / 0.4
- charge = 0

Cartesian coordinates (Å):
C -0.21502 0.60107 1.50631
C 1.00607 0.33173 -2.02224
N 3.26374 0.70574 -2.47197
N 2.21164 -0.00539 -2.26246
S -1.29436 -0.06378 2.71214
S -0.19521 -0.91013 -1.80646
H -0.79800 1.30838 0.95665
H -0.01981 -0.18030 0.73217
H 0.71294 1.24935 -2.53330
H 0.78171 0.92480 1.89250
H 3.09804 1.60397 -3.06094
H 2.44308 -0.99644 -2.01127
H -2.11668 -0.64818 1.92233
H -1.16446 -0.65062 -2.61009



What should be chosen as the least stable of them? Choose #2.



#1
Density functional theory data (wB97M-V/def2-TZVPD) for C7H9N5S as an isolated structure.

## Properties
- frontier orbital gap (eV) = 9.61
- LUMO energy (eV) = 0.5
- charge = 0

Cartesian coordinates (Å):
C -4.12478 -0.23089 -0.17210
C -3.75946 -1.45032 0.35115
C -3.22778 0.67578 -0.69092
C -2.39137 -1.79721 0.30768
C 1.37702 -0.76631 -0.11690
C -1.81687 0.44917 -0.60330
C -1.54734 -0.83752 -0.22382
N 2.33666 -1.64406 -0.11452
N 1.78354 -2.82957 -0.03757
N 0.47950 -2.76932 -0.00481
N 0.22091 -1.44687 -0.13615
N 4.40648 0.35555 0.25325
S 1.41603 0.94406 -0.26237
H -5.23870 -0.06266 -0.17337
H -4.58272 -1.95674 0.77089
H -3.69505 1.68024 -0.91790
H -2.02933 -2.64114 0.66786
H -1.13576 1.16719 -0.87536
H 2.53013 0.89433 0.41929
H 4.20741 -0.32336 -0.45496
H 5.34873 0.18735 0.62977
H 4.48599 1.27301 -0.17359



#2
Density functional theory data (wB97M-V/def2-TZVPD) for one molecule with the formula C7H9N5S.

## Properties
- frontier orbital gap (spin up / spin down) (eV) = 7.14 / 7.49
- LUMO energy (spin up / spin down) (eV) = -0.6 / -0.2
- charge = 0

Cartesian coordinates (Å):
C -0.30389 2.70319 0.98851
C 1.48228 -0.95427 -1.00776
C 0.94355 0.20709 0.95481
C 2.79247 -1.14811 0.99105
C -1.27695 1.72688 1.02602
C 0.84438 0.32839 -0.48240
C -2.82254 -1.28210 -0.96561
N 0.46639 3.56297 0.98240
N 2.37512 -1.46208 -0.30267
N 1.73397 -0.39165 1.64788
N -0.58675 0.58387 -0.96962
N -1.53806 0.70227 0.06852
S -2.15070 -0.77952 0.61369
H 1.24275 -1.31481 -1.96596
H 3.07180 -2.08543 1.42954
H 3.77177 -0.51385 1.01927
H -1.81453 1.55638 1.97234
H 1.45800 1.03517 -0.86364
H -3.79215 -0.83498 -1.20941
H -3.15174 -2.27217 -0.87079
H -2.13857 -0.91481 -1.76470
H -0.60662 1.54756 -1.29146



What should be chosen as the least stable of them? Choose #2.



#1
Density functional theory data (wB97M-V/def2-TZVPD) for one molecule with the formula C2H2N2OS.

## Properties
- SMILES = S=c1[nH]nco1
- frontier orbital gap (eV) = 9.34
- LUMO energy (eV) = 0.6
- charge = 0

Cartesian coordinates (Å):
S -2.01067 -0.00815 0.04876
C -0.32514 0.10038 -0.12590
N 0.66341 1.06821 -0.05354
N 1.85311 0.57487 0.10759
C 1.69878 -0.64680 -0.01649
O 0.40630 -1.08059 -0.05856
H 0.63373 2.07191 -0.07542
H 2.42924 -1.51986 0.23973



#2
Density functional theory data (wB97M-V/def2-TZVPD) for one molecule with the formula C2H2N2OS.

## Properties
- SMILES = Sc1ncno1
- frontier orbital gap (eV) = 10.45
- LUMO energy (eV) = 0.6
- charge = 0

Cartesian coordinates (Å):
S -1.83276 -0.54947 -0.04175
C -0.16712 -0.08312 0.10524
N 0.63057 -0.17855 1.08052
C 1.79394 0.33934 0.54954
N 1.67080 0.70889 -0.70287
O 0.33250 0.45755 -1.02952
H -1.92759 -0.65308 1.31088
H 2.72126 0.53447 1.02102



What should be chosen as the least stable of them? Choose #1.



#1
Density functional theory data (wB97M-V/def2-TZVPD) for one molecule with the formula CHN3O2.

## Properties
- SMILES = Oc1nnno1
- frontier orbital gap (eV) = 11.50
- LUMO energy (eV) = 0.2
- charge = 0

Cartesian coordinates (Å):
O 1.43845 0.73059 -0.47350
C 0.31546 0.18014 -0.08728
N -0.01175 -1.06197 0.04842
N -1.36054 -1.02266 0.35818
N -1.80908 0.14682 0.39840
O -0.72916 1.00285 0.08994
H 2.15662 0.02424 -0.33416



#2
Density functional theory data (wB97M-V/def2-TZVPD) for one molecule with the formula CHN3O2.

## Properties
- SMILES = Oc1nnno1
- frontier orbital gap (eV) = 10.96
- LUMO energy (eV) = 0.0
- charge = 0

Cartesian coordinates (Å):
O 0.28368 -0.93412 -1.33167
C -0.03264 -0.16630 -0.36632
N -0.12975 1.13117 -0.48910
N -0.35176 1.60542 0.77221
N -0.38380 0.68942 1.57891
O -0.16149 -0.53014 0.94850
H 0.77576 -1.79544 -1.11253



What should be chosen as the least stable of them? Choose #2.



#1
Density functional theory data (wB97M-V/def2-TZVPD) for a 2-piece molecular cluster, C2H3I3O2 overall.

## Properties
- SMILES = O/C(I)=C\I.OI
- frontier orbital gap (eV) = 7.78
- LUMO energy (eV) = -0.8
- charge = 0

Cartesian coordinates (Å):
O 1.45849 -0.28222 -0.84824
C 0.14858 -0.23861 -1.11048
I -0.50865 1.20405 -2.53509
C -0.73105 -1.08231 -0.60121
I -0.13309 -2.48732 0.83848
H 1.90276 0.56085 -0.99423
H -1.77040 -1.08480 -0.85326
O -0.50750 1.20485 1.09602
I -1.20005 3.04878 1.21410
H -0.15102 0.97275 1.95816



#2
Density functional theory data (wB97M-V/def2-TZVPD) for C2H3I3O2 as an isolated structure.

## Properties
- frontier orbital gap (eV) = 8.75
- LUMO energy (eV) = -0.6
- charge = 0

Cartesian coordinates (Å):
C -0.34217 0.57058 0.41780
C 0.62807 -0.22522 -0.45645
O -1.35157 1.31110 -0.32026
O 1.53750 -1.21823 0.31527
I -1.19423 -0.80989 1.79001
I 2.18467 1.02969 -1.40443
I -0.34888 -1.36277 -1.95635
H 0.14953 1.43003 0.81614
H -2.20164 0.97207 -0.20978
H 0.93872 -1.69736 1.00805



What should be chosen as the least stable of them? Choose #1.



#1
Density functional theory data (wB97M-V/def2-TZVPD) for one molecule with the formula CH3NOS.

## Properties
- SMILES = NSC=O
- frontier orbital gap (eV) = 9.90
- LUMO energy (eV) = 0.2
- charge = 0

Cartesian coordinates (Å):
N -1.15181 0.32788 -0.04878
S 0.34322 1.06922 -0.09341
C 1.16887 -0.40976 -0.00554
O 2.59562 -0.36841 -0.05214
H -1.67103 0.22679 0.80072
H -1.78240 0.48708 -0.78472
H 0.49752 -1.33279 0.18387



#2
Density functional theory data (wB97M-V/def2-TZVPD) for one molecule with the formula CH3NOS.

## Properties
- SMILES = O=CNS
- frontier orbital gap (eV) = 10.91
- LUMO energy (eV) = 0.7
- charge = 0

Cartesian coordinates (Å):
O 2.08254 0.03862 -0.13888
C 0.92274 -0.32027 -0.17349
N -0.13113 0.54772 -0.18607
S -1.70564 -0.04818 -0.23861
H 0.59484 -1.35007 -0.33640
H 0.12245 1.51103 -0.00524
H -1.88581 -0.37884 1.07869



#3
Density functional theory data (wB97M-V/def2-TZVPD) for a 2-piece molecular cluster, CH3NOS overall.

## Properties
- frontier orbital gap (eV) = 7.49
- LUMO energy (eV) = -0.8
- charge = 0

Cartesian coordinates (Å):
C 0.07897 -0.08535 -0.08265
N -0.94279 0.24748 0.65835
O 2.46151 -0.64065 -0.91163
S 1.69654 -0.25343 0.27163
H -0.52209 0.09564 -1.83001
H -1.80362 -0.21401 0.40574
H -0.96852 0.85034 1.48857



What should be chosen as the least stable of them? Choose #3.



#1
Density functional theory data (wB97M-V/def2-TZVPD) for C3H4FNO as an isolated structure.

## Properties
- frontier orbital gap (eV) = 9.63
- LUMO energy (eV) = 0.0
- charge = 0

Cartesian coordinates (Å):
C 0.41929 0.90846 0.09799
C 1.74253 0.44695 -0.12550
C 0.11261 -0.52400 0.00126
N -0.95094 -1.21118 0.21978
O 1.48930 -0.91102 -0.28289
F -2.32101 0.80207 0.04591
H -0.16335 1.84217 0.31765
H 2.74786 0.88980 -0.23134
H -2.22812 -0.07908 0.13598
H -0.84817 -2.16415 -0.17885



#2
Density functional theory data (wB97M-V/def2-TZVPD) for one molecule with the formula C3H4FNO.

## Properties
- SMILES = N/C=C(/F)C=O
- frontier orbital gap (eV) = 8.41
- LUMO energy (eV) = 0.0
- charge = 0

Cartesian coordinates (Å):
N -2.11641 -0.57957 -0.12367
C -1.29197 0.42421 -0.09373
C 0.09777 0.30568 0.03355
F 0.76448 1.51893 0.12248
C 0.85883 -0.90166 0.27016
O 2.03440 -0.75901 -0.29177
H -3.09166 -0.47656 0.00546
H -1.76570 -1.43927 0.41708
H -1.76598 1.34303 -0.27483
H 0.29490 -1.93794 0.68998



#3
Density functional theory data (wB97M-V/def2-TZVPD) for one molecule with the formula C3H4FNO.

## Properties
- SMILES = C/C(C=O)=N\F
- frontier orbital gap (spin up / spin down) (eV) = 9.05 / 8.96
- LUMO energy (spin up / spin down) (eV) = -1.5 / -1.4
- charge = 0

Cartesian coordinates (Å):
C 1.05733 0.47643 0.40859
C -0.16712 -0.09407 -0.17621
C -0.97963 -1.18526 0.38243
O -0.58678 -1.90246 1.29366
N -0.88998 0.54872 -1.38109
F -0.39901 1.82240 -1.73677
H 1.55364 -0.27865 1.02310
H 0.55832 1.44182 0.83973
H 1.74541 0.63819 -0.36379
H -1.89218 -1.46712 -0.28965



#4
Density functional theory data (wB97M-V/def2-TZVPD) for one molecule with the formula C3H4FNO.

## Properties
- SMILES = N/C(F)=C\C=O
- frontier orbital gap (eV) = 9.02
- LUMO energy (eV) = 0.8
- charge = 0

Cartesian coordinates (Å):
N 0.21900 1.45759 -0.02016
C 0.14149 0.43777 -0.85697
F 0.33491 0.70011 -2.16912
C -0.47038 -0.86929 -0.40976
C 0.58594 -1.59766 -0.23042
O 1.69073 -0.85558 -0.36384
H 0.31670 1.14809 0.83684
H 0.60155 2.42761 -0.25616
H -1.52232 -0.96625 -0.23380
H 0.60782 -2.71773 0.07455



What should be chosen as the least stable of them? Choose #3.



#1
Density functional theory data (wB97M-V/def2-TZVPD) for one molecule with the formula C3H4FNO.

## Properties
- frontier orbital gap (eV) = 10.07
- LUMO energy (eV) = 0.6
- charge = 0

Cartesian coordinates (Å):
C 0.17953 -0.56670 -0.31800
C 0.01713 1.81637 -0.09602
C -0.45528 -2.33491 1.15011
N 0.23811 0.58484 -0.72347
O -0.31670 -1.09334 0.90014
F -0.26549 -3.18988 0.11693
H 0.50645 -1.46537 -0.99360
H -0.21293 2.38975 -1.01196
H -0.68589 1.84529 0.83905
H 0.99508 2.01394 0.13680



#2
Density functional theory data (wB97M-V/def2-TZVPD) for C3H4FNO as an isolated structure.

## Properties
- frontier orbital gap (spin up / spin down) (eV) = 8.23 / 8.23
- LUMO energy (spin up / spin down) (eV) = 0.5 / 0.5
- charge = 0

Cartesian coordinates (Å):
C -2.58555 -0.23817 -0.02310
C -0.16386 -0.82582 -0.09570
C -0.46098 0.67841 0.07542
N -1.29584 -1.63818 -0.03757
O -1.84819 0.86697 0.17686
F -3.83361 -0.11986 0.00902
H 0.16596 -0.94084 -1.06988
H 0.28686 -1.32517 0.71939
H -0.05450 1.15484 1.07448
H -0.00912 1.39508 -0.67098



What should be chosen as the least stable of them? Choose #2.